DFT (wB97M-V/def2-TZVPD) results for an isolated molecule of C3H7NO.

## Properties
HOMO-LUMO gap ... 9.011 eV
Electronic energy ... -6759.605 eV
F_max ... 0.455 eV/A
LUMO level ... 0.7885 eV
Spin multiplicity ... 1

```
12
Properties=species:S:1:pos:R:3:nbo_charge:R:1
C -1.502 0.043 -0.757 -0.28
O -0.969 -1.285 -0.687 -0.53
C 0.227 -1.674 -0.243 0.33
N 1.064 -0.750 0.268 -0.66
C 1.057 0.688 0.575 -0.44
H -1.568 0.514 0.228 0.18
H -0.922 0.670 -1.440 0.18
H -2.510 -0.075 -1.159 0.20
H 1.914 -1.206 0.563 0.40
H 2.046 0.942 0.967 0.21
H 0.886 1.304 -0.310 0.20
H 0.322 0.943 1.344 0.20
```

DFT (wB97M-V/def2-TZVPD) results for a cluster of 12 separate species, C48H93F3O35 in total.

## Properties
HOMO-LUMO gap ... 10.960 eV
Structure (SMILES) ... CCOC(=O)C(F)(F)F.CCOC(=O)OC.CCOC(=O)OC.CCOC(=O)OC.CCOC(=O)OC.CCOC(=O)OC.CCOC(=O)OC.CCOC(=O)OC.CCOC(=O)OC.CCOC(=O)OC.CCOC(=O)OC.CCOC(=O)OC
Electronic energy ... -131103.122 eV
F_max ... 1.386 eV/A
LUMO level ... 0.5776 eV
Spin multiplicity ... 1

```
179
Properties=species:S:1:pos:R:3:mulliken_charge:R:1
C -4.277 -5.337 -0.564 -0.40
C -3.773 -6.648 -1.103 -0.53
O -2.434 -6.573 -1.608 -0.30
C -1.469 -6.635 -0.722 0.36
O -1.570 -6.718 0.465 -0.53
C -0.089 -6.564 -1.395 0.90
F 0.743 -5.830 -0.674 -0.19
F 0.403 -7.810 -1.490 -0.28
F -0.136 -6.051 -2.629 -0.27
H -4.383 -4.571 -1.330 0.35
H -3.581 -4.942 0.178 -0.20
H -5.210 -5.529 -0.035 0.35
H -4.439 -7.061 -1.858 0.40
H -3.781 -7.400 -0.307 0.33
C -3.431 6.174 -1.242 -1.04
C -3.642 5.786 -2.674 -0.39
O -2.805 4.663 -2.945 0.03
C -2.787 4.212 -4.195 0.43
O -3.274 4.754 -5.153 -0.61
O -2.111 3.065 -4.210 0.09
C -1.850 2.491 -5.499 -0.89
H -3.641 5.350 -0.554 0.27
H -4.072 7.009 -0.953 0.48
H -2.410 6.492 -1.007 0.13
H -3.411 6.620 -3.339 0.34
H -4.688 5.523 -2.846 0.32
H -0.945 1.898 -5.374 0.17
H -1.806 3.234 -6.283 0.39
H -2.610 1.726 -5.680 0.34
C 2.951 -4.621 5.457 -1.47
C 2.549 -4.298 4.049 0.26
O 3.111 -3.020 3.708 -0.45
C 2.882 -2.592 2.477 0.98
O 2.170 -3.128 1.670 -0.28
O 3.570 -1.472 2.272 -0.58
C 3.310 -0.845 1.021 1.09
H 2.355 -5.447 5.840 0.40
H 2.860 -3.770 6.135 0.33
H 4.008 -4.891 5.527 0.33
H 1.464 -4.237 3.941 0.03
H 2.922 -5.047 3.349 0.27
H 3.835 -1.316 0.189 -0.30
H 3.665 0.184 1.083 -0.10
H 2.255 -0.704 0.787 -0.48
C 7.828 0.222 -1.030 -1.41
C 6.653 0.605 -0.178 0.73
O 6.013 1.754 -0.773 -0.35
C 5.118 2.397 -0.029 0.91
O 4.826 2.128 1.114 -0.67
O 4.508 3.293 -0.796 -0.44
C 3.289 3.848 -0.277 -0.25
H 8.526 1.058 -1.112 0.43
H 7.517 -0.061 -2.033 0.11
H 8.328 -0.639 -0.592 0.37
H 6.953 0.846 0.841 0.53
H 5.923 -0.205 -0.192 -0.53
H 3.470 4.284 0.698 0.45
H 2.543 3.060 -0.199 -0.04
H 2.941 4.595 -0.982 0.11
C -3.200 0.208 -2.499 -0.33
C -4.390 0.868 -1.835 0.03
O -5.472 -0.079 -1.858 -0.33
C -6.569 0.300 -1.210 0.81
O -6.764 1.381 -0.732 -0.61
O -7.418 -0.732 -1.189 -0.31
C -8.647 -0.493 -0.535 -0.70
H -2.439 0.969 -2.675 -0.26
H -3.465 -0.214 -3.468 0.62
H -2.824 -0.555 -1.821 -0.23
H -4.681 1.794 -2.334 0.35
H -4.125 1.131 -0.809 0.15
H -8.546 -0.610 0.551 0.26
H -9.357 -1.248 -0.863 0.27
H -9.057 0.502 -0.691 0.33
C -6.131 -2.256 6.551 -1.25
C -4.647 -2.206 6.247 0.23
O -4.353 -0.916 5.687 -0.42
C -3.193 -0.821 5.031 0.72
O -2.369 -1.682 4.912 -0.55
O -3.116 0.420 4.545 -0.38
C -1.981 0.652 3.728 -0.13
H -6.558 -1.306 6.860 0.31
H -6.355 -3.025 7.293 0.39
H -6.675 -2.624 5.673 0.25
H -4.369 -2.993 5.548 -0.08
H -4.061 -2.364 7.156 0.45
H -2.085 1.625 3.260 0.19
H -1.891 -0.107 2.945 -0.19
H -1.031 0.609 4.261 0.42
C -2.156 5.824 2.650 -1.57
C -0.949 5.144 2.031 0.48
O -0.672 3.934 2.748 -0.24
C 0.561 3.442 2.596 0.93
O 1.428 3.898 1.899 -0.59
O 0.673 2.373 3.357 -0.39
C 1.899 1.606 3.238 -0.48
H -2.450 6.652 2.003 0.41
H -1.970 6.196 3.659 0.37
H -3.030 5.173 2.737 0.35
H -0.106 5.822 2.143 0.33
H -1.191 4.936 0.990 -0.12
H 1.926 0.836 3.999 0.21
H 2.688 2.331 3.439 0.43
H 1.992 1.197 2.238 0.09
C 6.225 0.876 -6.206 -1.44
C 5.833 0.447 -4.816 0.12
O 4.409 0.349 -4.731 -0.36
C 3.899 -0.164 -3.625 0.69
O 4.521 -0.653 -2.717 -0.51
O 2.573 -0.054 -3.686 -0.40
C 1.850 -0.816 -2.720 -0.20
H 5.868 1.879 -6.425 0.32
H 5.882 0.198 -6.989 0.33
H 7.313 0.778 -6.244 0.41
H 6.183 1.170 -4.080 0.21
H 6.264 -0.528 -4.578 0.25
H 0.830 -0.437 -2.690 0.04
H 2.233 -0.689 -1.712 -0.04
H 1.821 -1.862 -3.024 0.50
C -0.367 -2.587 -0.344 -0.26
C -0.763 -1.677 0.824 -0.25
O -1.381 -0.444 0.422 0.72
C -0.619 0.564 0.021 -0.10
O 0.575 0.582 -0.135 0.01
O -1.406 1.616 -0.211 -0.24
C -0.711 2.743 -0.723 0.83
H -0.190 -3.567 0.091 0.16
H 0.574 -2.191 -0.732 -0.78
H -1.109 -2.597 -1.141 0.49
H 0.122 -1.485 1.433 0.18
H -1.490 -2.178 1.463 -0.12
H -1.435 3.482 -1.067 -0.21
H -0.066 2.519 -1.570 0.03
H -0.118 3.253 0.038 -0.53
C 3.532 -4.215 -1.104 -0.66
C 4.990 -3.854 -0.942 -0.35
O 5.219 -3.721 0.478 -0.28
C 6.331 -3.123 0.882 0.79
O 7.226 -2.733 0.173 -0.61
O 6.283 -3.027 2.200 -0.15
C 7.451 -2.498 2.807 -0.70
H 2.978 -3.277 -1.049 -0.17
H 3.203 -4.855 -0.290 0.23
H 3.323 -4.733 -2.039 0.58
H 5.270 -2.927 -1.441 0.09
H 5.664 -4.640 -1.298 0.50
H 8.307 -3.154 2.631 0.32
H 7.281 -2.447 3.877 0.24
H 7.677 -1.505 2.420 0.21
C 1.401 8.328 -3.162 -1.26
C 0.174 7.461 -3.340 0.01
O 0.425 6.396 -4.271 -0.38
C 0.841 5.250 -3.749 0.66
O 0.968 5.006 -2.573 -0.34
O 1.066 4.390 -4.732 -0.34
C 1.787 3.215 -4.388 -0.63
H 1.162 9.163 -2.503 0.39
H 1.723 8.722 -4.125 0.32
H 2.194 7.762 -2.676 0.28
H -0.664 8.024 -3.741 0.38
H -0.093 7.014 -2.383 0.10
H 2.740 3.477 -3.932 0.44
H 1.944 2.650 -5.304 0.33
H 1.269 2.507 -3.736 0.04
C -5.555 -0.806 1.784 -0.64
C -5.518 -2.162 2.462 0.12
O -4.328 -2.843 2.027 -0.07
C -3.917 -3.843 2.801 0.27
O -4.551 -4.410 3.649 -0.68
O -2.661 -4.136 2.455 0.55
C -2.055 -5.230 3.123 -0.94
H -4.835 -0.125 2.235 0.06
H -6.569 -0.412 1.833 0.43
H -5.284 -0.861 0.725 -0.11
H -6.416 -2.747 2.275 0.40
H -5.413 -1.969 3.530 -0.25
H -2.660 -6.136 3.112 0.29
H -1.844 -4.976 4.165 0.33
H -1.119 -5.435 2.614 0.16
```

DFT (wB97M-V/def2-TZVPD) results for a cluster of 11 separate species, C45H98BF19N5O14 in total.

## Properties
HOMO-LUMO gap ... 6.526 eV
Electronic energy ... -136678.613 eV
F_max ... 4.781 eV/A
LUMO level ... 1.3529 eV
Spin multiplicity ... 1
Charge ... -1

```
182
Properties=species:S:1:pos:R:3:mulliken_charge:R:1
B -17.741 -18.782 8.802 -0.26
F -17.520 -19.909 8.123 -0.23
F -17.062 -17.826 8.073 -0.19
F -19.097 -18.443 8.960 -0.53
F -17.205 -18.965 10.078 -0.75
C -15.512 -17.131 11.752 -0.38
C -15.706 -15.938 10.766 1.44
C -16.581 -14.764 11.439 -0.86
O -17.896 -15.219 11.832 -0.49
C -18.831 -15.555 10.799 -0.25
N -14.354 -15.395 10.409 0.50
H -14.291 -14.743 9.640 0.29
H -13.784 -15.022 11.155 0.48
H -13.796 -16.158 10.053 -0.45
H -16.451 -17.633 11.984 -0.56
H -15.092 -16.902 12.731 0.78
H -14.926 -17.943 11.320 -0.38
H -16.055 -16.229 9.775 -0.52
H -16.669 -13.918 10.757 0.19
H -16.068 -14.384 12.322 0.44
H -19.797 -15.831 11.224 -0.02
H -18.377 -16.391 10.267 0.06
H -19.128 -14.713 10.174 0.44
C -12.581 -21.556 7.343 -1.28
C -13.956 -20.913 7.106 1.31
C -14.957 -21.992 6.482 -0.21
O -14.694 -22.041 5.071 -0.48
C -15.622 -22.844 4.363 -0.71
N -14.404 -20.276 8.421 2.33
H -15.331 -19.882 8.490 -0.21
H -14.379 -20.940 9.182 -0.68
H -13.718 -19.597 8.716 -0.32
H -12.178 -22.037 6.453 0.65
H -12.662 -22.336 8.100 -0.09
H -11.836 -20.812 7.625 0.03
H -13.832 -20.065 6.433 -0.09
H -16.006 -21.701 6.529 0.19
H -14.917 -22.965 6.971 0.17
H -15.273 -23.136 3.372 0.39
H -16.596 -22.382 4.201 0.29
H -15.744 -23.830 4.811 0.17
C -18.322 -23.398 12.172 -1.80
C -18.350 -21.943 11.954 1.62
C -17.521 -21.280 13.108 -0.64
O -17.404 -19.884 12.937 0.08
C -18.539 -19.145 13.302 -0.61
N -17.803 -21.613 10.545 3.25
H -16.908 -21.996 10.277 -0.91
H -18.288 -22.024 9.760 -0.20
H -17.727 -20.607 10.604 -0.42
H -18.788 -23.668 13.120 0.51
H -17.283 -23.726 12.205 0.13
H -18.841 -23.962 11.397 0.33
H -19.372 -21.565 11.952 0.00
H -16.493 -21.640 13.160 -0.54
H -17.912 -21.500 14.101 0.48
H -18.970 -19.597 14.196 0.42
H -19.221 -19.159 12.452 -0.04
H -18.162 -18.165 13.597 0.23
C -21.575 -22.029 6.036 -1.28
C -20.858 -20.693 6.296 0.75
C -21.637 -19.460 5.820 -0.70
O -22.166 -19.617 4.445 -0.43
C -22.595 -18.287 3.961 -0.81
N -20.523 -20.603 7.795 1.47
H -21.349 -20.494 8.366 0.14
H -19.967 -21.360 8.167 -0.15
H -19.958 -19.780 7.949 -0.30
H -20.948 -22.900 6.228 0.08
H -21.933 -22.033 5.006 0.49
H -22.461 -22.086 6.669 0.31
H -19.886 -20.569 5.821 0.27
H -21.019 -18.576 5.978 0.49
H -22.502 -19.252 6.450 0.25
H -23.319 -17.712 4.538 0.28
H -23.122 -18.323 3.007 0.34
H -21.753 -17.692 3.605 0.32
C -9.579 -22.154 9.268 -1.30
C -9.875 -21.613 10.633 -0.46
C -11.291 -21.097 10.870 1.89
N -11.617 -20.609 12.290 1.12
C -13.037 -19.936 12.226 0.41
C -13.650 -19.621 13.558 0.03
C -13.584 -20.789 14.487 -0.52
C -12.110 -21.259 14.640 -1.14
C -11.541 -21.787 13.274 -0.14
C -10.679 -19.450 12.641 -0.98
H -10.192 -23.024 9.033 0.15
H -8.503 -22.329 9.235 0.49
H -9.651 -21.379 8.506 0.21
H -9.240 -20.731 10.718 0.17
H -9.650 -22.447 11.297 0.28
H -11.975 -21.832 10.446 -0.69
H -11.382 -20.229 10.217 -0.82
H -13.720 -20.609 11.708 -0.43
H -12.932 -19.027 11.634 0.24
H -14.717 -19.562 13.343 -0.53
H -13.444 -18.630 13.960 0.50
H -14.208 -21.619 14.156 -0.11
H -14.038 -20.431 15.411 0.61
H -11.894 -21.924 15.476 0.56
H -11.545 -20.379 14.947 0.36
H -12.156 -22.607 12.905 -0.05
H -10.479 -22.027 13.332 0.43
H -10.830 -19.024 13.633 0.41
H -10.484 -18.719 11.856 0.00
H -9.722 -19.963 12.730 0.55
C -22.864 -19.346 10.170 -0.61
O -22.169 -18.386 9.264 0.08
O -23.245 -20.444 9.360 -0.88
C -21.984 -19.588 11.487 0.83
F -21.055 -20.459 11.202 -0.24
F -21.390 -18.527 12.062 -0.31
F -22.630 -20.183 12.483 -0.33
C -22.515 -16.940 9.314 -0.24
C -22.101 -16.264 8.037 -1.05
H -22.777 -16.582 7.243 0.25
H -22.130 -15.174 8.037 0.43
H -21.110 -16.508 7.656 0.11
H -21.981 -16.417 10.107 0.15
H -23.596 -16.817 9.369 0.40
H -23.785 -18.819 10.421 0.45
C -14.291 -24.043 10.611 -0.20
O -13.536 -24.055 11.859 -0.13
O -14.584 -22.631 10.378 -0.71
C -13.407 -24.819 9.571 0.00
F -13.974 -24.945 8.375 -0.19
F -12.109 -24.429 9.430 -0.25
F -13.207 -26.068 9.975 -0.33
C -14.032 -25.099 12.805 -0.40
C -12.796 -25.476 13.722 -1.26
H -12.144 -26.063 13.076 0.34
H -12.221 -24.617 14.068 0.18
H -13.021 -26.083 14.599 0.40
H -14.328 -26.064 12.393 0.42
H -14.779 -24.678 13.478 0.26
H -15.231 -24.567 10.787 0.36
C -18.466 -24.289 7.937 0.72
O -19.205 -24.617 6.750 -0.27
O -19.274 -23.254 8.588 -1.23
C -18.161 -25.558 8.821 0.63
F -17.349 -26.345 8.126 -0.31
F -17.580 -25.281 9.988 -0.15
F -19.200 -26.279 9.102 -0.34
C -18.603 -25.473 5.685 -0.17
C -19.392 -25.370 4.296 -1.35
H -19.401 -24.336 3.950 0.29
H -18.882 -26.036 3.599 0.43
H -20.417 -25.737 4.354 0.35
H -17.579 -25.236 5.398 0.18
H -18.638 -26.518 5.992 0.32
H -17.555 -23.738 7.702 -0.44
C -11.788 -17.439 8.420 -0.49
O -12.021 -18.175 7.236 -0.25
O -12.704 -17.896 9.376 -0.49
C -10.220 -17.398 8.780 0.57
F -9.330 -16.684 8.062 -0.34
F -10.106 -16.940 10.026 -0.33
F -9.657 -18.539 8.924 -0.26
C -11.658 -17.509 6.024 -0.48
C -12.870 -17.146 5.190 -1.13
H -12.603 -16.690 4.237 0.43
H -13.517 -18.010 5.033 0.23
H -13.542 -16.440 5.678 0.22
H -10.974 -18.200 5.533 0.33
H -11.037 -16.629 6.192 0.46
H -12.181 -16.426 8.333 0.43
C -15.564 -12.097 8.451 -0.11
O -15.998 -13.359 7.890 0.03
O -14.782 -12.401 9.585 -0.86
C -14.997 -11.091 7.363 0.58
F -14.091 -11.615 6.517 -0.30
F -15.914 -10.693 6.464 -0.28
F -14.358 -10.004 7.847 -0.28
C -17.117 -13.440 6.992 -0.50
C -17.394 -14.931 6.881 -0.89
H -18.381 -15.128 6.463 0.44
H -16.771 -15.464 6.162 0.31
H -17.302 -15.497 7.808 0.07
H -16.935 -12.925 6.049 0.31
H -18.004 -12.961 7.407 0.29
H -16.501 -11.644 8.776 0.22
```

DFT (wB97M-V/def2-TZVPD) results for an isolated molecule of C5H5NO2.

## Properties
HOMO-LUMO gap (alpha / beta) ... 6.273 / 6.979 eV
Electronic energy ... -10845.682 eV
F_max ... 0.814 eV/A
LUMO level (alpha / beta) ... -1.1343 / -0.7149 eV
Spin multiplicity ... 1

```
13
Properties=species:S:1:pos:R:3:nbo_charge:R:1
C -0.110 0.933 -0.853 0.43
C -0.789 0.268 0.200 -0.05
N -1.813 0.731 0.980 -0.78
C 0.168 -0.765 0.588 0.22
O 0.133 -2.050 0.121 -0.65
C 1.227 0.132 -0.697 -0.22
C 2.438 0.000 -0.877 -0.09
O -0.263 1.978 -1.456 -0.57
H -0.340 -2.059 -0.727 0.48
H -2.061 1.706 0.879 0.40
H -2.554 0.109 1.270 0.39
H 0.492 -0.810 1.630 0.19
H 3.473 -0.174 -1.057 0.24
```

Which energy above the lowest of the compared OMol25 structures with the same formula, charge and spin belongs to each record? In order, 3.1453 0.0000 5.4589 5.6326 eV.